(1)
The following is a quantum chemistry calculation of a cluster of 2 separate species, C3H5IO in total, from the OMol25 dataset.

Properties
Lowest unoccupied orbital energy in eV: 0.46
Structure (SMILES): C=CI.C=O
Relative energy (zero: lowest compared OMol25 entry of this formula, charge and spin) in kJ/mol: 139.67
Frontier orbital gap in eV: 9.76
Net charge: 0

```
10
Properties=species:S:1:pos:R:3:forces:R:3
C -0.6294 1.6818 0.0943 0.6746 -0.1238 -0.8380
C -1.3803 0.7662 0.7108 -0.9455 0.1310 -0.6359
C 1.7047 -1.6839 -0.5045 -0.8586 -0.7382 1.4252
O 2.5196 -0.9606 -0.0072 0.0241 0.1713 -0.3606
I -2.9561 -0.1862 -0.4136 0.6195 0.2075 0.5048
H 0.1432 2.1259 0.7418 -0.2834 0.0797 -0.5385
H -0.5970 1.9640 -1.0612 -0.4137 -0.8189 2.8513
H 1.8903 -2.2745 -1.4157 -0.0065 0.2369 -0.2221
H 0.7293 -1.9159 0.0594 0.8061 0.3584 -0.8385
H -1.4244 0.4832 1.7959 0.3833 0.4962 -1.3476
```
Positions in Å, forces in eV/Å.



(2)
The following is a quantum chemistry calculation of a structure of composition C35H37NP2V, from the OMol25 dataset.

Properties
Lowest unoccupied orbital energy (spin up / spin down) in eV: -10.30 / -10.10
<S²>: 2.087
2S+1: 3
Frontier orbital gap (spin up / spin down) in eV: 6.95 / 7.07
Net charge: +3

```
76
Properties=species:S:1:pos:R:3:forces:R:3
V -1.0076 0.6782 -0.0395 0.2452 0.2235 0.9166
C -0.5308 4.5895 -1.4628 2.1631 -1.9263 -1.3308
C 0.1257 4.1847 -0.1207 0.6367 0.1857 -0.2033
C -0.0749 5.3807 0.7922 0.7057 -0.5020 0.4287
C -0.4516 3.0011 0.5895 -1.7506 -0.0720 -0.1697
C -1.8585 2.7427 0.6822 0.3078 0.0476 -0.2343
C -2.4075 1.7941 1.5353 -0.4034 -0.5362 1.1220
C -1.6001 1.0377 2.4141 0.3302 -0.5730 0.0172
C -2.1404 0.1509 3.5360 0.7059 -0.0574 0.0846
C -0.2092 1.1515 2.1828 -1.9680 0.6340 -0.2204
C 0.3131 2.1130 1.3294 1.4764 -0.1180 0.1176
H 0.2057 5.2278 -2.0185 -0.7821 -0.5291 0.4469
H -1.4685 5.0943 -1.4470 -0.6619 0.4381 0.5993
H -0.6740 3.6550 -2.0714 0.1090 0.7986 0.1236
H 1.2351 3.9526 -0.1680 -1.1523 0.4617 -0.5636
H -1.0994 5.5326 0.9197 -1.9218 0.2875 0.1478
H 0.2891 6.2725 0.3255 0.6155 0.4673 -0.0342
H 0.2988 5.2112 1.7853 0.6520 0.2419 0.4121
H -2.6104 3.2506 0.1263 -0.0418 0.8521 -0.6856
H -3.4968 1.6622 1.6069 0.5055 0.2849 -0.1553
H -2.3524 -0.9052 3.1653 -0.1185 1.3886 0.5966
H -3.0009 0.6786 4.0077 0.3552 -0.7845 -0.4399
H -1.3378 0.0639 4.3296 -0.9082 -0.0002 -0.8890
H 0.4695 0.5997 2.7464 0.9746 -1.0267 0.9298
H 1.4020 2.1292 1.3569 -0.1184 0.4113 -0.4874
C 1.5467 -3.1602 -0.3860 -0.7393 1.4304 -1.9376
N 0.8544 -1.8476 -0.1404 -0.8167 -0.1399 0.7025
P -0.6607 -1.5834 0.5195 1.4807 -0.7372 0.7643
C -0.8082 -2.6459 1.9489 -0.1860 -0.2355 -0.5377
C -1.7054 -3.7451 1.9735 1.0413 1.4262 0.2901
C -1.6259 -4.6471 2.9880 0.1017 -0.7225 0.3073
C -0.6597 -4.5032 3.9905 -0.9949 -0.8346 0.2003
C 0.2166 -3.4454 3.9639 1.9264 1.2904 0.4205
C 0.1940 -2.5122 2.9249 -0.9075 -0.7466 -0.0445
C -1.9816 -1.4248 -0.6356 -1.1189 -0.1884 0.2164
C -3.0874 -0.6685 -0.1800 0.1911 -0.2086 0.8064
C -4.1085 -0.2683 -1.0297 -1.6877 0.4500 1.7313
C -4.1077 -0.7057 -2.3184 0.6204 0.0330 0.4008
C -3.0098 -1.3958 -2.7925 0.4010 -0.2920 -1.4487
C -1.9395 -1.7519 -1.9817 -0.4071 0.5710 -0.6161
P 1.1329 -0.3157 -0.8385 -0.6803 -0.5119 -0.4687
C 1.2455 -0.5204 -2.5759 -1.2803 0.8834 -1.9558
C 2.1627 -1.3626 -3.2099 1.4066 -0.4731 1.0708
C 2.1582 -1.6571 -4.5651 -1.6612 1.4357 -0.2490
C 1.1619 -1.0058 -5.3507 0.5789 0.7929 0.9126
C 0.3404 -0.0154 -4.7769 -1.2834 0.4856 -0.2923
C 0.2920 0.1758 -3.3970 0.7951 -0.8969 0.6859
C 2.6219 0.2446 -0.1564 1.3303 0.1552 1.1150
C 3.3796 1.2542 -0.7101 0.0483 0.8090 -1.1319
C 4.5896 1.6583 -0.1590 0.2355 -0.5778 1.1277
C 5.0764 1.0299 1.0423 -2.3845 0.5816 -1.4059
C 4.2107 0.0720 1.6642 2.1271 0.6328 0.3414
C 3.0370 -0.3073 1.0616 -0.5920 -0.0807 -0.5117
H 1.2272 -3.9461 0.2563 -0.3249 -0.3192 0.7234
H 2.6122 -3.0276 -0.3891 0.4724 0.1317 0.4189
H 1.2596 -3.3667 -1.4210 0.2235 -0.6727 0.1219
H -2.4337 -3.9152 1.2373 -0.8069 0.1214 -1.1058
H -2.3053 -5.5010 2.9158 0.3351 0.2102 0.5071
H -0.6834 -5.2615 4.7709 0.4257 0.3114 0.0244
H 1.0522 -3.2522 4.6919 -1.2099 -0.7719 -0.4558
H 0.9605 -1.7514 2.8862 -0.0971 0.1391 -0.0227
H -3.2700 -0.6010 0.8854 0.1064 0.1893 0.1285
H -4.9936 0.2410 -0.5505 1.0272 -0.4851 -0.8489
H -4.9204 -0.5476 -2.9622 -0.9826 0.4167 -0.7555
H -3.0763 -1.5604 -3.8831 0.6611 -0.5010 0.7423
H -1.0413 -2.1888 -2.3302 0.5111 -0.6381 -0.7708
H 2.9783 -1.7839 -2.5807 -0.6087 0.1971 -0.5662
H 2.9366 -2.2667 -4.9795 -0.0241 -0.3582 -0.2612
H 1.0378 -1.1153 -6.4132 0.3983 -0.3995 -0.2504
H -0.3578 0.6289 -5.4067 1.0428 -1.2445 0.6968
H -0.5199 0.7701 -2.9270 0.6716 -0.0239 -0.4326
H 3.0156 1.7677 -1.6138 0.3019 -0.2946 0.3004
H 5.0880 2.4804 -0.6799 0.2451 -0.4045 0.4835
H 5.9840 1.4256 1.4728 0.1126 -0.4372 0.2167
H 4.5632 -0.3833 2.6075 -0.4462 0.2431 -0.6056
H 2.3419 -1.0393 1.4361 0.4653 -0.3385 0.6890
```
Positions in Å, forces in eV/Å.



(3)
The following is a quantum chemistry calculation of a structure of composition C15H21Cl3GeN4OPtS, from the OMol25 dataset.

Properties
Lowest unoccupied orbital energy (spin up / spin down) in eV: -10.80 / -12.84
Relative energy (zero: lowest compared OMol25 entry of this formula, charge and spin) in kJ/mol: 4.09
<S²>: 0.770
2S+1: 2
Frontier orbital gap (spin up / spin down) in eV: 7.27 / 5.24
Net charge: +3

```
47
Properties=species:S:1:pos:R:3:forces:R:3
Pt -1.4070 -0.1341 -0.6960 0.2021 -0.0608 0.0732
C -2.3126 -3.4565 4.6313 0.0316 0.0021 -0.0379
C -0.9926 -2.9244 4.0935 0.0152 -0.0177 0.0691
N -1.1354 -1.6015 3.4235 0.0502 -0.0124 0.0055
C -0.9168 -0.3987 4.2636 0.0276 -0.0070 0.0493
C -2.2015 0.1389 4.8757 -0.0181 0.0125 0.0035
C -1.4864 -1.5308 2.1699 -0.1316 0.0113 -0.1263
S -1.7407 0.0992 1.5138 -0.0343 -0.1586 -0.1407
N -1.7517 -2.6987 1.5218 -0.0021 0.1592 -0.1930
C -1.8037 -2.8939 0.2439 0.0969 -0.0749 0.4022
O -1.5150 -2.1046 -0.7346 -0.1587 -0.0100 -0.0106
C -2.2209 -4.2681 -0.1935 0.0022 0.0577 -0.1102
C -2.2981 -4.6090 -1.5136 -0.0226 -0.0224 0.0518
C -2.7273 -5.9313 -1.8858 0.0111 0.0427 -0.0133
C -3.0727 -6.8946 -0.9196 -0.0112 -0.0305 0.0588
C -2.9954 -6.5545 0.4023 0.0270 0.0100 -0.0409
C -2.5690 -5.2422 0.7745 -0.0181 -0.0646 -0.0053
H -2.1447 -4.4393 5.0708 0.0156 0.0053 -0.0010
H -3.0575 -3.5502 3.8413 -0.0174 0.0144 -0.0034
H -2.7156 -2.8169 5.4125 -0.0245 0.0024 0.0059
H -0.5381 -3.6082 3.3825 -0.0180 -0.0035 0.0061
H -0.2831 -2.7686 4.9031 0.0066 -0.0035 -0.0168
H -0.4213 0.3548 3.6513 0.0022 0.0005 -0.0199
H -0.2133 -0.6902 5.0402 -0.0085 -0.0147 -0.0267
H -2.9440 0.4002 4.1202 0.0087 0.0009 -0.0163
H -1.9674 1.0393 5.4421 -0.0046 0.0046 0.0016
H -2.6472 -0.5774 5.5617 -0.0098 0.0084 0.0090
H -2.0484 -3.9002 -2.2909 -0.0022 -0.0032 0.0007
H -2.7877 -6.1804 -2.9387 0.0072 -0.0046 0.0001
H -3.3916 -7.8801 -1.2313 -0.0015 0.0001 0.0064
H -3.2477 -7.2628 1.1805 -0.0119 -0.0005 -0.0045
H -2.5105 -4.9776 1.8228 -0.0014 0.0014 0.0005
C -0.3822 5.0665 -1.4548 0.0345 0.0250 -0.0448
N -1.5070 4.2704 -0.9183 0.0507 0.0141 0.0005
C -2.7008 4.9935 -0.4236 -0.0499 0.0112 -0.0243
C -1.4643 2.9935 -0.9072 -0.1156 0.0502 0.0556
N -1.4668 1.8302 -0.9267 0.0201 0.0131 0.0261
H -0.0117 5.7240 -0.6712 0.0007 -0.0085 0.0073
H -0.7377 5.6570 -2.2969 -0.0262 -0.0058 0.0086
H 0.4124 4.4050 -1.7899 -0.0093 -0.0045 0.0177
H -2.4056 5.6399 0.4000 0.0203 -0.0057 0.0011
H -3.4507 4.2832 -0.0866 0.0160 -0.0090 0.0018
H -3.1069 5.5900 -1.2381 0.0092 -0.0004 -0.0022
Cl -0.1414 -0.4443 -3.0052 -0.0715 0.0726 0.1243
Ge 0.9479 -0.2468 -1.1377 0.1795 -0.0745 -0.2344
Cl 1.8908 -1.9608 -0.4537 -0.0595 -0.0492 0.0401
Cl 2.0766 1.4727 -0.9679 -0.0067 0.1269 0.0456
```
Positions in Å, forces in eV/Å.



(4)
The following is a quantum chemistry calculation of a cluster of 2 separate species, C16H35F3N3O5S in total, from the OMol25 dataset.

Properties
Lowest unoccupied orbital energy in eV: -3.20
Frontier orbital gap in eV: 8.98
Net charge: +1

```
63
Properties=species:S:1:pos:R:3:forces:R:3
C -2.2888 0.5422 0.5905 -0.1571 0.2743 0.0381
C -1.7724 1.6632 1.4987 -0.0495 -0.0758 -0.2209
C -0.2653 1.9383 1.3264 -0.0261 0.0426 0.0325
C 0.6067 1.5735 2.5365 -0.1065 0.0860 -0.0084
C 0.4167 0.1452 3.0567 0.1223 -0.0101 0.0724
C 0.9637 -0.9365 2.1108 0.0545 0.1977 0.1454
C 2.4925 -1.0053 2.1840 -0.1541 0.2235 0.2374
N 3.0563 -1.5308 0.9324 0.0671 -0.0320 0.0354
C 4.1936 -1.2003 0.3783 0.3646 0.3077 -0.3359
N 5.1024 -0.3684 1.0217 -0.2611 -0.7109 0.3468
N 4.5780 -1.6454 -0.8548 -0.9761 -0.4567 0.8237
C 5.8221 -2.4634 -0.8530 0.5669 0.3541 -0.0852
O 6.7281 -2.0629 -1.8084 -0.0433 -0.0901 -0.1159
C 7.4078 -0.8471 -1.5132 0.1484 0.1587 -0.0174
C 3.5465 -2.0696 -1.8101 0.1119 0.1791 -0.3244
C 3.6886 -1.2988 -3.1308 -0.3272 -0.2352 -0.2117
O 2.8394 -1.8468 -4.1137 -0.0634 0.1060 0.2043
C 3.2571 0.1853 -2.9634 0.1217 -0.0958 0.0156
F 4.1095 1.0044 -3.5674 0.2564 0.1127 -0.1753
F 3.2330 0.5591 -1.6519 0.0569 -0.0577 0.1768
F 2.0472 0.4213 -3.4305 -0.2820 -0.0535 -0.1042
H -2.0376 0.7670 -0.4519 0.0593 -0.1720 0.1015
H -3.3784 0.4776 0.6435 0.0805 -0.0878 0.0597
H -1.8776 -0.4327 0.8702 0.0275 0.0490 -0.1120
H -2.0064 1.4122 2.5375 0.0024 0.1640 -0.0240
H -2.3312 2.5729 1.2603 0.0388 -0.0993 0.1160
H -0.1208 3.0037 1.1235 0.0909 -0.1119 -0.0030
H 0.0956 1.4177 0.4293 -0.0250 0.0269 0.0766
H 0.3875 2.2720 3.3524 -0.0152 -0.1197 -0.0730
H 1.6572 1.7579 2.2712 -0.0541 -0.0421 0.0818
H 0.8979 0.0491 4.0390 -0.0398 -0.0490 -0.1138
H -0.6465 -0.0406 3.2321 0.1164 -0.0124 -0.0560
H 0.5364 -1.9064 2.3842 0.0345 0.0599 -0.2202
H 0.6696 -0.6806 1.0861 -0.0428 -0.1561 0.0771
H 2.8987 -0.0080 2.3660 0.0314 -0.0957 -0.1766
H 2.8163 -1.6477 3.0099 -0.0432 0.0610 -0.1004
H 2.4721 -2.2073 0.4594 0.1142 -0.0973 0.0173
H 4.9647 0.6135 0.8086 0.3125 -0.0370 -0.3104
H 5.1628 -0.5267 2.0201 -0.1949 0.2342 0.0273
H 6.2519 -2.4262 0.1565 -0.0711 0.0977 -0.1296
H 5.5512 -3.4960 -1.0868 -0.0695 0.1057 -0.0146
H 6.7337 0.0155 -1.5830 0.0425 -0.1309 0.0619
H 7.8612 -0.8852 -0.5151 -0.1058 0.0044 -0.0993
H 8.1976 -0.7363 -2.2565 -0.1370 -0.0658 0.0678
H 2.5301 -1.9014 -1.4464 0.1562 0.0479 0.0377
H 3.6460 -3.1389 -2.0229 0.0563 0.0619 0.0359
H 4.7248 -1.3172 -3.4828 0.0288 0.1252 0.2492
H 2.8174 -2.8071 -4.0430 0.1360 0.0182 -0.1035
O -6.7318 1.7882 1.3017 0.0885 -0.0474 0.0029
S -7.7672 0.9538 0.7659 -0.1046 0.0815 -0.0760
O -7.4550 -0.3954 0.4043 0.0609 -0.0116 0.0439
O -8.4358 1.6979 -0.4645 -0.0692 -0.1056 0.0280
C -7.5681 2.1690 -1.5234 0.1899 0.1711 -0.2148
C -7.0644 1.0553 -2.4163 -0.0236 -0.1146 0.1081
C -9.1684 0.9650 1.8257 -0.0162 0.0147 0.0350
H -6.7496 2.7378 -1.0803 -0.0115 -0.0496 0.0745
H -8.1904 2.8625 -2.0844 -0.0719 -0.0166 0.0562
H -6.4018 0.3788 -1.8792 0.0091 0.0192 0.0090
H -6.5146 1.4861 -3.2536 -0.0282 0.0344 -0.0112
H -7.8968 0.4695 -2.8051 -0.0040 0.0268 -0.0357
H -9.4098 1.9926 2.0809 0.0029 0.0054 -0.0122
H -8.8890 0.4028 2.7140 0.0177 -0.0011 -0.0023
H -9.9939 0.4784 1.3139 0.0063 -0.0101 -0.0080
```
Positions in Å, forces in eV/Å.



Values of molecular weight, in order: 184.0, 584.6, 679.5, 438.5, all in g/mol.